The following is a quantum chemistry calculation of a 4-piece molecular cluster, C22H42BrF7O14S overall, from OMol25.

Structure (XYZ):
```
87
Properties=species:S:1:pos:R:3:forces:R:3
Br -2.60531 -6.21983 -0.94973 -0.151 0.195 0.115
S 0.79020 -3.78620 -1.80975 1.704 4.235 -6.633
F 4.92568 -6.76481 -0.60499 -2.128 -0.097 -0.519
F 1.82753 -4.84349 0.35864 -0.769 -0.953 -1.496
F 0.72167 -6.34078 -1.01286 0.987 1.580 0.497
F 3.60139 -8.00896 -1.84202 -0.435 1.499 1.375
F 2.98510 -7.39359 0.22229 0.488 0.688 -1.739
F 2.76526 -5.77874 -2.93017 0.579 -0.258 1.995
F 3.87349 -4.64940 -1.33255 -1.470 -1.463 -0.413
O -8.45017 -1.85140 -3.14723 0.157 -0.021 -0.092
O -1.39835 3.07904 -1.18529 -0.097 -0.156 0.022
O 1.84029 1.97298 -1.65944 0.065 0.115 0.170
O 7.90986 3.40835 3.60390 0.041 0.051 -0.167
O 6.03851 5.71317 2.67520 0.022 -0.245 0.083
O 1.81435 -2.73941 -2.06676 -1.911 -2.378 2.776
O -0.40699 -3.04775 -0.91092 -0.057 -2.126 -0.499
O -1.04832 -4.32457 0.84301 -0.132 0.742 -2.096
O 0.28446 -4.17326 -3.13772 -0.402 -1.019 3.504
O 4.46695 3.13717 3.42052 -0.027 0.153 0.111
O -7.19173 -0.96671 -0.05490 -0.022 -0.155 0.090
O -2.43577 -4.39294 -0.94562 1.878 1.235 -0.574
O 0.08263 1.16696 0.76937 -0.033 0.129 -0.180
O -6.24487 -3.45872 -1.65910 -0.140 0.194 0.021
C 9.17929 2.89252 3.25993 -0.259 0.001 0.044
C -5.88023 -1.48359 -0.24081 -0.377 0.298 -0.284
C -1.38165 3.06705 0.23651 0.337 0.188 -0.428
C 4.27400 4.03616 2.33618 0.326 -0.451 0.137
C -0.03170 2.58766 0.74684 -0.201 -0.193 0.215
C 3.60111 -6.98457 -0.92643 1.670 -1.610 0.150
C 0.27642 0.54511 -0.50079 0.193 -0.147 0.281
C -8.28613 -3.25769 -3.01330 -0.200 0.437 0.288
C -7.43881 -0.62622 1.29403 -0.050 -0.029 -0.248
C 3.24705 2.79400 4.04500 0.223 -0.019 -0.051
C 1.56439 -5.26133 -0.92499 0.480 -0.522 1.353
C -1.29012 -3.96896 -0.28753 -0.548 -1.494 2.992
C -8.76557 -1.48134 -4.47360 0.050 0.052 0.236
C 3.19411 2.27675 -1.92106 -0.263 0.026 0.000
C 2.96851 -5.67182 -1.56919 0.169 1.773 -0.788
C -2.70534 3.24003 -1.69673 0.270 -0.029 -0.005
C 7.96338 4.79827 3.90034 -0.282 -0.448 0.161
C 1.69058 0.70623 -1.02677 -0.216 0.273 -0.481
C -7.66486 -3.59187 -1.66672 0.178 -0.223 -0.201
C 5.60635 4.60988 1.88167 -0.199 0.293 -0.016
C 6.56054 5.38199 3.96016 0.160 0.243 -0.177
C -5.75144 -2.12136 -1.61520 0.180 -0.229 0.190
H 1.89058 -0.07094 -1.77401 0.067 -0.151 0.137
H 6.37924 3.84128 1.81848 -0.123 -0.122 0.164
H -6.20784 -1.50625 -2.39308 -0.140 0.089 0.166
H -4.68620 -2.20215 -1.84936 -0.038 -0.070 0.056
H -8.11996 -3.02006 -0.85562 -0.052 0.166 -0.163
H -9.69028 -1.96598 -4.80348 0.013 -0.037 -0.111
H 3.46201 2.08315 4.84355 0.058 0.033 -0.096
H 9.54803 3.36511 2.34303 0.139 0.038 0.044
H -5.65784 -2.22720 0.53420 0.096 -0.022 -0.038
H -2.17439 2.40993 0.61438 0.028 0.012 0.101
H 0.79618 3.04141 0.19817 -0.152 0.033 -0.191
H -3.15103 4.17399 -1.33862 -0.117 -0.024 0.024
H -9.27887 -3.72065 -3.08175 0.037 -0.187 -0.063
H 2.40680 0.61231 -0.20095 -0.044 -0.083 0.029
H 3.81860 3.47324 1.51082 -0.114 0.144 -0.114
H 6.61473 6.33122 4.50011 0.029 -0.005 -0.096
H 2.78136 3.68167 4.48709 -0.138 -0.009 -0.053
H -1.55944 4.09273 0.58405 -0.086 -0.020 0.186
H -7.64901 -3.63897 -3.82072 -0.003 -0.091 0.046
H -5.17363 -0.64762 -0.15941 0.179 -0.080 0.061
H 5.47088 5.01682 0.87571 -0.032 0.052 0.079
H 9.07242 1.82282 3.07859 -0.060 0.069 0.054
H -8.90597 -0.40025 -4.49989 -0.001 -0.079 0.084
H -6.72015 0.12206 1.64428 0.029 -0.029 0.111
H -2.64161 3.27372 -2.78453 0.071 0.016 0.076
H 3.75490 2.35447 -0.98280 0.138 -0.093 -0.030
H 0.10764 -0.52145 -0.33095 0.052 0.068 0.101
H -7.85389 -4.64944 -1.46288 0.071 0.027 -0.065
H 9.89473 3.04416 4.07499 0.104 0.029 -0.049
H -3.33458 2.38955 -1.41184 -0.125 0.070 0.054
H 5.87483 4.73494 4.51060 0.138 -0.183 -0.059
H 3.23499 3.24111 -2.42893 -0.087 -0.073 0.018
H 2.56298 2.32584 3.32928 -0.116 0.034 0.021
H 8.54925 5.32167 3.13515 -0.019 0.091 0.043
H -8.44358 -0.20824 1.35924 0.068 -0.011 -0.083
H 3.60269 4.84939 2.63844 0.015 0.044 -0.098
H 3.64552 1.51731 -2.56766 0.118 -0.026 0.049
H 8.44907 4.91619 4.87733 0.081 0.183 -0.004
H -7.39192 -1.51834 1.92793 0.092 0.051 0.108
H 0.06243 2.89905 1.79111 -0.061 -0.071 -0.017
H -7.94334 -1.74073 -5.14923 -0.074 -0.072 -0.104
H -0.47208 0.87911 -1.22221 0.178 0.153 -0.096
```
Forces are in eV/Å.

The calculation puts the relative energy (zero: lowest compared OMol25 entry of this formula, charge and spin) at 0.0 kJ/mol. As for the LUMO energy: -2.0 eV. As for the SMILES: O=C(OBr)OS(=O)(=O)C(F)(F)C(F)(F)C(F)(F)F.COCCOCCOC.COCCOCCOC.COCCOCCOC. The value obtained for the total energy is -5587.7593 Eh. The charge is 0. The HOMO energy is -9.2 eV.

***

The following is a quantum chemistry calculation of a 3-piece molecular cluster, C9H17O7P overall, from OMol25.

Structure (XYZ):
```
34
Properties=species:S:1:pos:R:3:forces:R:3
P 5.88378 2.43425 -4.28481 -0.111 -0.022 -0.003
O -3.26260 -2.81289 3.32059 -0.016 -0.010 -0.045
O -1.98181 -1.29009 -0.42796 0.005 -0.010 -0.024
O -0.03619 -0.23069 -0.54273 0.001 0.003 -0.023
O 2.04122 1.35739 -1.93856 -0.004 0.046 0.025
O -3.93768 -2.04292 5.29141 0.021 0.013 -0.006
O -1.74079 -2.02696 4.77930 -0.018 0.016 -0.021
O -1.08738 -0.80141 -2.44214 0.002 0.002 0.020
C -1.47613 -1.25849 0.91563 0.045 -0.031 0.054
C -4.65414 -3.14310 3.40217 0.003 -0.049 0.050
C -1.04450 -0.78014 -1.25357 -0.002 0.007 -0.011
C -2.86803 -2.27143 4.49857 0.005 0.020 -0.001
C -0.41524 -0.17373 0.83789 -0.039 0.012 0.000
C -5.13248 -2.23745 4.52534 0.000 0.022 -0.014
C 4.97275 2.57304 -2.67422 0.067 -0.093 -0.011
C 2.53422 1.96786 -3.12450 0.009 -0.079 -0.051
C 3.52343 3.05268 -2.71877 -0.044 -0.029 -0.003
H -0.81631 0.81907 1.04563 0.017 -0.002 0.018
H -5.12098 -2.94839 2.44099 0.005 0.024 0.004
H -1.05463 -2.23495 1.15501 -0.021 0.000 0.016
H 5.01879 1.57866 -2.22081 0.000 0.008 0.064
H -5.47331 -1.26754 4.16016 -0.018 -0.008 0.009
H 3.03648 1.21813 -3.74688 -0.021 0.019 -0.073
H -2.29254 -1.04023 1.59613 0.008 0.021 -0.013
H 5.57682 3.21617 -2.03175 0.003 0.058 -0.030
H 3.22415 3.39096 -1.72451 -0.046 0.035 0.001
H 5.32149 3.57306 -4.91716 0.044 -0.003 0.031
H 1.30430 0.77403 -2.15200 0.067 -0.020 0.023
H 3.43248 3.91039 -3.38716 0.054 0.014 -0.038
H -5.89114 -2.68186 5.16261 0.013 -0.016 0.003
H 0.45889 -0.35892 1.45408 0.000 -0.026 -0.011
H 4.98751 1.54939 -4.93581 0.025 0.035 0.006
H -4.74589 -4.20009 3.65494 -0.014 0.001 -0.020
H 1.71545 2.38621 -3.71713 -0.041 0.041 0.075
```
Forces are in eV/Å.

As for the LUMO energy: 0.4 eV. As for the SMILES: O=C1OCCO1.O=C1OCCO1.OCCCP. The value obtained for the total energy is -1221.1551 Eh. The charge is 0. The HOMO energy is -9.1 eV.

***

The following is a quantum chemistry calculation of C38H58BiCl3N7O4P2Si2Te as an isolated structure, from OMol25.

Structure (XYZ):
```
116
Properties=species:S:1:pos:R:3:forces:R:3
Bi 0.01738 -0.89261 -0.02928 0.523 -0.641 0.145
Te -1.85177 -0.00562 -2.01357 -0.792 0.534 -0.653
Cl -2.85894 -3.80786 -3.30135 0.013 0.156 -0.022
Cl 0.84397 -4.09942 0.62355 0.242 0.124 0.062
Cl -1.19381 -8.58872 -1.51102 -0.003 -0.004 0.016
P 3.56320 -0.13375 1.14197 -0.063 0.126 0.162
P 2.93553 -0.34877 -1.79223 -0.113 0.006 -0.075
Si -5.11685 0.43494 -1.11187 -0.122 0.165 0.035
Si -0.96575 3.55346 -2.77050 0.005 0.208 -0.036
O 3.66484 -0.68674 -0.40018 0.029 -0.119 0.014
O -0.81280 -2.71067 -1.42452 -0.087 -0.287 0.204
O 1.75080 0.54541 -1.64509 0.094 -0.138 0.161
O 2.15520 0.00526 1.57995 0.222 -0.353 -0.222
N -0.45024 1.08178 0.99666 -0.009 0.197 0.242
N -1.69726 -1.49822 1.31801 -0.211 0.149 0.149
N -3.10584 1.97292 9.53216 0.055 -0.065 -0.274
N 4.04326 0.31387 -2.79592 0.136 0.265 0.029
N 4.40185 1.26358 1.14960 -0.117 0.415 -0.269
N 2.52746 -1.85439 -2.30046 0.085 -0.038 -0.095
N 4.42652 -1.23799 1.98832 -0.042 -0.097 -0.105
C -1.38411 1.74820 -3.19364 0.039 -0.359 0.082
C -0.24447 -6.24280 -0.57455 0.195 0.006 0.212
C -0.91803 1.27228 2.29371 -0.076 0.050 -0.025
C -2.55370 1.35085 7.07507 0.015 0.026 0.080
C -0.92527 0.96793 5.35125 0.010 -0.083 -0.042
C 3.32598 -3.06214 -2.06659 -0.146 0.076 0.074
C -3.57683 1.07378 6.17282 -0.070 0.005 0.054
C -1.51000 4.45832 -4.31312 -0.119 0.021 -0.088
C -1.10353 -6.85880 -1.45615 -0.103 -0.066 -0.119
C 5.25569 -0.42169 -3.15000 -0.134 0.078 -0.025
C -2.69132 -1.94240 3.32103 -0.008 -0.048 0.044
C -1.22470 1.29629 6.66164 0.015 0.011 0.027
C -5.53350 -1.16909 -0.25074 0.032 -0.190 -0.016
C -2.89641 -3.02270 2.48531 -0.075 -0.063 0.029
C 3.84079 -2.57205 2.11402 0.057 0.029 0.046
C -5.38145 0.33796 -2.95765 0.030 0.049 -0.114
C -1.82119 -4.72415 -2.26305 0.229 0.131 0.137
C -6.14114 1.82315 -0.39181 -0.073 0.096 0.006
C -1.90733 -6.10281 -2.29284 -0.068 0.014 -0.048
C -2.86457 1.69740 8.44144 -0.029 0.017 0.101
C 3.73279 2.50003 1.58672 0.171 -0.130 0.033
C 1.69892 -1.91622 -3.51506 0.012 -0.058 0.102
C -0.65492 2.61704 2.66432 0.025 -0.005 0.031
C -2.26557 -2.71460 1.27632 0.014 0.023 0.024
C -0.17748 -4.86052 -0.56082 -0.214 0.030 -0.156
C -0.00440 3.21171 1.60376 0.059 0.078 0.048
C 5.88618 -1.21766 2.02389 -0.086 0.040 0.065
C -1.86253 4.27597 -1.29956 -0.124 -0.043 0.041
C -3.27041 0.73466 4.86676 -0.026 0.047 -0.124
C -1.94441 0.67679 4.44378 0.059 -0.041 0.074
C -3.32111 0.94389 -0.76969 0.098 -0.268 -0.019
C 4.12971 1.76320 -3.00283 0.007 -0.172 -0.016
C -1.58959 0.30433 3.04508 -0.049 -0.043 -0.117
C 5.57684 1.46842 0.30072 -0.119 0.032 0.166
C 0.11217 2.22350 0.61012 -0.038 -0.024 0.047
C -0.92229 -4.02523 -1.41735 0.139 0.316 -0.015
C -1.95990 -0.97341 2.59597 0.099 0.025 0.001
C 0.89125 3.78660 -2.62298 0.077 -0.153 0.098
H -2.29192 1.77592 -3.80766 0.050 -0.013 -0.003
H -6.28965 -0.99048 0.51979 0.075 -0.044 -0.046
H -0.94423 3.08029 3.59679 0.033 -0.052 -0.094
H 5.34258 2.16144 -0.51020 -0.013 -0.006 0.008
H 6.24657 -0.19424 2.09852 -0.008 -0.081 0.028
H -5.93716 -1.90977 -0.94850 0.051 0.069 0.083
H 0.36507 -6.82732 0.10358 -0.049 0.054 -0.040
H 4.14170 -3.23424 1.29597 0.002 -0.001 -0.020
H -4.06755 0.53741 4.15981 0.028 -0.032 0.038
H -2.20529 -3.33198 0.39334 0.010 0.095 0.056
H 3.49999 3.13412 0.72496 0.017 -0.029 0.003
H 6.33249 -1.70099 1.14720 -0.016 0.007 -0.014
H 4.38671 3.05409 2.26336 0.005 -0.020 -0.040
H 3.30500 2.26908 -2.50761 0.062 -0.066 -0.016
H -3.43027 -3.93652 2.70571 0.074 0.118 -0.029
H 3.83872 -3.36813 -2.98320 0.008 0.019 0.005
H 4.06448 -2.89233 -1.28547 -0.057 0.011 -0.020
H -2.93173 4.40142 -1.50619 0.110 -0.025 0.037
H 0.58720 2.29669 -0.35689 0.050 0.005 -0.039
H 6.39557 1.89427 0.88393 0.004 -0.002 0.015
H -4.60688 1.12233 6.50084 0.025 0.013 -0.026
H 4.08716 1.98946 -4.06902 -0.002 -0.012 -0.031
H 1.39850 2.82361 -2.52764 -0.060 0.071 0.064
H 5.91662 0.52730 -0.13109 -0.034 0.066 0.022
H -6.38004 -0.05180 -3.18136 0.102 0.058 0.008
H -3.01766 -1.84958 4.34649 0.018 0.033 -0.110
H -5.94403 2.77126 -0.90520 -0.035 -0.097 0.077
H 6.21782 -1.75438 2.91132 -0.004 -0.028 0.031
H 0.33879 4.23473 1.53195 -0.050 -0.117 -0.002
H -2.60005 4.46963 -4.42402 0.127 -0.003 -0.002
H -5.92047 1.96267 0.67243 -0.039 -0.007 -0.100
H 2.80444 2.26607 2.10373 0.073 -0.042 -0.031
H -5.30058 1.33089 -3.41707 -0.012 -0.125 0.033
H -0.43539 1.50935 7.37040 -0.011 -0.009 -0.028
H 0.10700 0.91142 5.02710 -0.030 0.022 0.012
H 2.75733 -2.49497 2.13247 -0.073 0.005 -0.012
H -4.65275 -0.32126 -3.44068 -0.099 0.003 0.010
H 2.30617 -2.15092 -4.39302 0.042 0.011 0.000
H -3.21042 2.00853 -0.95933 0.117 0.094 0.022
H 5.07167 2.15334 -2.61101 0.014 -0.014 -0.016
H -0.58878 1.38808 -3.85680 -0.057 0.025 0.011
H -1.74820 3.69076 -0.38552 -0.048 0.064 -0.051
H 6.09412 -0.14510 -2.50385 0.008 0.006 0.015
H -1.08464 3.98852 -5.20674 -0.037 0.079 0.059
H 2.67679 -3.87833 -1.75010 -0.064 -0.013 -0.010
H 5.09770 -1.49536 -3.07299 -0.015 0.033 -0.005
H 1.15871 4.40904 -1.76287 -0.010 -0.061 -0.068
H 0.93072 -2.68078 -3.39178 0.012 0.010 0.028
H 4.15976 -3.01517 3.05708 0.032 -0.006 0.005
H 1.27192 4.27986 -3.52221 -0.027 -0.035 0.065
H -4.66115 -1.61461 0.23546 -0.034 -0.009 0.002
H 1.20198 -0.95987 -3.68354 0.026 -0.040 0.046
H 5.52922 -0.19230 -4.17975 0.001 -0.010 -0.030
H -1.16403 5.49719 -4.28581 -0.045 -0.091 -0.008
H -1.44855 5.27127 -1.10213 -0.061 -0.065 -0.037
H -7.21199 1.60819 -0.48491 0.130 0.034 0.015
H -3.02953 0.74529 0.26517 -0.020 0.054 -0.048
H -2.60650 -6.58549 -2.96273 0.038 0.034 0.009
```
Forces are in eV/Å.

The calculation puts the relative energy (zero: lowest compared OMol25 entry of this formula, charge and spin) at 81.0 kJ/mol. As for the LUMO energy: -3.5 eV. The value obtained for the total energy is -5292.0230 Eh. The charge is +1. The HOMO energy is -10.0 eV.

***

The following is a quantum chemistry calculation of a 2-piece molecular cluster, C3H6O5 overall, from OMol25.

Structure (XYZ):
```
14
Properties=species:S:1:pos:R:3:forces:R:3
O 3.02226 1.73197 -0.03869 -3.526 0.255 -0.945
O -0.43614 1.16906 -0.61397 -1.218 2.013 -0.964
O -1.53624 -0.79057 -0.35726 0.038 3.006 -0.644
O -0.90027 -4.05331 1.23709 -0.564 -0.424 1.037
O 1.33324 2.96046 -0.86019 -0.663 1.503 -1.143
C 0.76446 0.80765 -0.06249 1.871 -2.171 0.884
C 1.82472 1.86272 -0.34606 2.428 -0.843 1.510
C -1.50332 0.39829 -0.68222 -0.627 -3.483 0.552
H -1.11980 -4.97680 1.49638 0.223 1.015 -0.238
H 1.12517 -0.14117 -0.50416 -0.167 0.309 0.334
H 0.64519 0.64808 1.02644 0.296 0.133 -0.455
H 0.38371 2.90804 -1.15626 1.258 -0.384 0.679
H -2.34842 0.97489 -1.10767 0.299 -0.325 0.207
H -1.25460 -3.49928 1.96904 0.353 -0.605 -0.815
```
Forces are in eV/Å.

The calculation puts the relative energy (zero: lowest compared OMol25 entry of this formula, charge and spin) at 116.1 kJ/mol. As for the LUMO energy: 0.4 eV. As for the SMILES: O=COCC(=O)O.O. The value obtained for the total energy is -494.1064 Eh. The charge is 0. The HOMO energy is -10.8 eV.

***

The following is a quantum chemistry calculation of a 2-piece molecular cluster, C5H13NO2 overall, from OMol25.

Structure (XYZ):
```
21
Properties=species:S:1:pos:R:3:forces:R:3
O -1.84056 -2.39072 -0.57195 0.331 1.122 0.148
O 3.53116 2.46831 2.65411 -0.098 -0.519 0.869
N 0.17088 1.79990 -0.87988 -0.580 -1.569 -1.969
C -0.78736 0.85282 -0.67797 2.251 1.630 2.181
C -0.43998 -2.23550 -0.89518 -0.876 -1.981 0.040
C -1.97238 0.84982 -1.35076 -1.885 0.307 -0.960
C 0.30762 -1.28833 0.01582 0.725 0.867 -0.396
C -0.48801 -0.02985 0.46659 -0.130 -1.972 0.957
H 3.49353 3.03466 3.43542 -0.027 0.525 -0.326
H 0.60861 -1.76468 0.95340 0.094 -0.157 -0.303
H -1.36221 -0.43767 0.99206 -0.319 0.553 -0.596
H -2.77138 0.15811 -1.14851 0.221 -0.523 0.317
H 1.21893 -0.93100 -0.52032 -0.348 -0.486 0.497
H 0.07290 0.37439 1.31706 0.112 0.787 -0.731
H 1.13067 1.49873 -0.72253 -0.064 0.331 0.886
H -2.26870 1.58583 -2.08003 0.459 0.319 -0.234
H -1.89906 -2.17872 0.36619 -0.428 -0.434 0.012
H 3.63965 1.62276 3.11863 0.084 -0.045 -0.573
H -0.40498 -2.01111 -1.97167 0.181 0.155 0.421
H 0.13788 2.29445 -1.76991 -0.312 0.358 0.247
H -0.07722 -3.27221 -0.73057 0.610 0.730 -0.488
```
Forces are in eV/Å.

Its multiplicity is 2. Its expectation value of S² is 0.76. The calculation puts the relative energy (zero: lowest compared OMol25 entry of this formula, charge and spin) at 87.4 kJ/mol. As for the LUMO energy (spin up / spin down): -3.8 / -7.6 eV. The value obtained for the total energy is -403.2105 Eh. The charge is +1. The HOMO energy (spin up / spin down) is -14.0 / -14.0 eV.